Here is a molecular structure, C30H29BrFMgN5O7 from the OMol25 dataset. Energies are from ωB97M-V/def2-TZVPD.

The geometry in XYZ format:
```
74
Properties=species:S:1:pos:R:3:forces:R:3:mulliken_charge:R:1
Mg 0.12710 -0.06100 0.39470 0.96 -0.02 -1.63 0.105
C 0.60180 -5.35650 -0.92350 -0.16 -0.01 -0.02 -1.413
C 1.32850 -4.20940 -0.30420 0.17 0.25 0.07 0.477
C 2.48930 -4.37220 0.44600 -0.21 0.34 -0.10 -0.525
C 3.08550 -3.26270 1.02060 -0.06 0.20 0.04 -0.913
C 2.46750 -2.03110 0.85440 0.48 -0.20 0.13 0.366
Br 3.21800 -0.47210 1.60580 0.03 -0.16 0.06 0.045
N 1.36230 -1.85480 0.14890 0.22 0.40 0.30 0.317
C 0.82760 -2.91640 -0.44040 -0.05 -0.79 -0.31 -0.437
H 1.20460 -6.26030 -0.92790 0.06 -0.04 -0.05 0.424
H 0.30260 -5.11280 -1.94050 -0.05 -0.09 -0.06 0.365
H -0.30750 -5.55820 -0.35590 -0.06 -0.07 -0.06 0.249
H 2.92910 -5.35150 0.56780 0.03 -0.08 0.02 0.429
H 3.99720 -3.33770 1.59220 0.02 0.01 0.03 0.486
H -0.05040 -2.74160 -1.04480 -0.07 0.00 0.08 0.587
C 1.66240 2.16310 3.75670 -0.17 0.00 -0.26 -1.569
C 1.24460 2.95510 2.51480 -0.09 0.17 0.16 1.414
C 1.14230 4.44140 2.87240 -0.09 -0.14 -0.12 -1.661
C 2.19560 2.73580 1.35770 -0.06 -0.09 -0.09 0.789
C 3.53900 3.05000 1.51190 -0.05 0.01 0.02 -0.241
C 4.44220 2.85770 0.48540 0.08 -0.04 0.00 -1.698
C 4.00190 2.34490 -0.71840 0.04 -0.03 0.00 -1.033
C 2.66710 2.01650 -0.92240 0.16 0.08 -0.02 0.342
C 2.27470 1.54440 -2.30870 -0.29 0.05 -0.04 0.352
C 1.37550 2.56060 -3.01940 0.12 -0.14 0.01 -1.492
C 1.64200 0.15280 -2.34120 0.30 0.01 -0.04 -1.012
C 1.75580 2.20460 0.13030 0.36 0.36 -0.04 -0.469
N 0.40800 1.82840 -0.01980 0.18 -0.45 -0.06 1.735
C -0.49600 2.81420 -0.19650 -0.44 0.73 -0.29 0.537
C -0.17260 4.15910 -0.48600 -0.07 -0.38 0.12 -0.590
C -1.15220 5.10020 -0.71820 -0.31 0.12 0.04 -0.993
C -2.49810 4.76210 -0.67250 -0.01 0.07 -0.01 -0.651
C -2.86020 3.45310 -0.38290 0.10 -0.16 0.09 -0.935
C -1.86900 2.53310 -0.15500 0.21 0.18 0.09 -0.385
F -2.19970 1.23240 0.16980 -0.05 0.21 -0.11 0.188
H 0.94400 2.34430 4.55270 -0.03 -0.02 0.15 0.440
H 2.64860 2.46230 4.10270 0.14 0.06 0.08 0.377
H 1.67610 1.09790 3.54460 0.02 -0.11 0.08 0.224
H 0.24390 2.61870 2.22770 0.22 0.02 -0.01 -0.455
H 2.09720 4.81610 3.23570 0.11 0.09 0.04 0.334
H 0.40110 4.57470 3.65890 -0.04 0.07 0.07 0.462
H 0.83790 5.03350 2.01100 0.00 0.05 -0.02 0.357
H 3.88990 3.45930 2.44620 0.02 0.06 0.19 0.367
H 5.48230 3.11010 0.62440 0.12 0.03 0.00 0.382
H 4.70690 2.20450 -1.52590 0.06 -0.02 -0.10 0.423
H 3.20520 1.48020 -2.88840 -0.11 -0.02 0.12 0.649
H 0.38410 2.58890 -2.57490 -0.04 0.05 0.01 0.210
H 1.27250 2.28620 -4.06730 -0.04 -0.02 -0.15 0.526
H 1.81140 3.55660 -2.97060 -0.03 0.09 0.01 0.318
H 0.72750 0.11280 -1.73980 0.09 0.06 -0.41 -0.010
H 2.34960 -0.58950 -1.97060 -0.07 -0.07 0.01 0.250
H 1.37700 -0.10370 -3.36710 -0.07 -0.09 -0.01 0.527
H 0.86970 4.43030 -0.53740 0.13 0.07 -0.01 0.663
H -0.87180 6.12190 -0.93320 0.06 0.05 -0.03 0.440
H -3.26210 5.50240 -0.84590 -0.07 0.09 -0.03 0.392
H -3.89410 3.15060 -0.31620 -0.10 -0.05 -0.01 0.489
O -6.63260 -2.47860 3.04860 -0.24 -0.20 -0.07 -0.635
N -5.76560 -1.70800 3.39850 -0.25 0.01 0.28 1.054
O -5.83520 -0.96780 4.35560 -0.10 0.20 0.30 -0.637
C -4.56020 -1.66180 2.62010 1.15 0.25 -0.52 -0.844
C -3.55160 -0.77080 2.95680 -0.15 -0.14 0.02 -0.256
C -2.39720 -0.72140 2.19090 -1.48 -1.08 -0.48 -0.047
C -2.24950 -1.47050 0.96520 -0.41 -0.21 0.15 1.539
O -1.32860 -1.25500 0.15650 -0.24 -0.33 -0.36 -0.487
C -3.27550 -2.46200 0.75140 -0.24 0.76 0.98 -0.960
C -4.39780 -2.53730 1.55140 0.17 0.00 -0.22 -0.347
N -3.13000 -3.43530 -0.28880 0.07 -0.62 -0.48 1.077
O -3.86710 -4.40220 -0.24870 -0.18 -0.14 -0.06 -0.670
O -2.26610 -3.28020 -1.13060 -0.06 -0.04 -0.13 -0.584
N -1.38090 0.13180 2.59290 0.56 1.50 1.47 1.013
O -0.21150 -0.10200 2.21420 -0.21 -0.07 1.60 -0.555
O -1.60920 1.05020 3.35200 0.02 -0.55 -0.35 -0.589
H -3.64430 -0.13440 3.82580 -0.06 -0.02 -0.03 0.724
H -5.16130 -3.27450 1.34470 0.06 0.02 -0.03 0.645
```
Positions in Å, forces in eV/Å.

Largest force on an atom   2.18 eV/Å
Electronic energy   -131563.933 eV
Frontier orbital gap   5.29 eV
E_HOMO   -7.1 eV